Run w
# C2H9N2O

A cluster of 2 separate species, C2H9N2O in total (ωB97M-V with the def2-TZVPD basis set, the Open Molecules 2025 dataset).

## Properties
LUMO energy (eV): -3.35
HOMO level (eV): -14.40
Spin multiplicity: 1
Frontier orbital gap (eV): 11.1
Total charge: +1

CARTESIAN COORDINATES (ANGSTROEM)
C1 1.17128 -2.10922 -1.42095
N1 0.05842 -1.09045 -1.36869
H1 0.86511 -3.12496 -1.62605
H2 1.70275 -2.08723 -0.46826
H3 1.90042 -1.67227 -2.10180
H4 -0.55576 -1.18276 -0.54518
H5 0.44488 -0.17476 -1.13233
H6 -0.44277 -1.18296 -2.25524
C2 -0.82860 1.39463 1.17698
N2 0.38499 1.83371 1.47316
O1 -1.07927 0.34880 0.56601
H7 -1.70581 1.86154 1.63890
H8 0.52592 2.66831 1.99751
H9 1.20477 1.25789 1.45550

Atomic partial charges in e from the Mulliken method, atoms 1 to 6: -0.824 -0.283 0.331 0.336 0.368 0.419



Run x
# C2H9N2O

A cluster of 2 separate species, C2H9N2O in total (ωB97M-V with the def2-TZVPD basis set, the Open Molecules 2025 dataset).

## Properties
LUMO energy (eV): -3.39
HOMO level (eV): -14.24
Spin multiplicity: 1
Frontier orbital gap (eV): 10.9
Total charge: +1

CARTESIAN COORDINATES (ANGSTROEM)
C1 0.82901 1.26090 -2.27571
N1 0.23120 0.20055 -1.42042
H1 1.29516 0.92470 -3.19451
H2 1.34077 1.98959 -1.67530
H3 -0.01297 1.85055 -2.64794
H4 -0.37335 -0.42474 -1.95224
H5 0.97053 -0.32965 -0.95942
H6 -0.36391 0.59531 -0.68918
C2 -0.47330 -1.04949 1.82334
N2 -0.69880 -1.03913 3.14318
O1 0.23260 -0.23187 1.24994
H7 -1.01863 -1.83453 1.33181
H8 -1.25113 -1.74221 3.60820
H9 -0.70718 -0.16999 3.65826

Atomic partial charges in e from the Mulliken method, atoms 1 to 6: -0.852 -0.293 0.337 0.361 0.365 0.336



Run y
# C2H9N2O

A cluster of 2 separate species, C2H9N2O in total (ωB97M-V with the def2-TZVPD basis set, the Open Molecules 2025 dataset).

## Properties
LUMO energy (eV): -3.95
HOMO level (eV): -13.51
Spin multiplicity: 1
Frontier orbital gap (eV): 9.6
Total charge: +1

CARTESIAN COORDINATES (ANGSTROEM)
C1 -1.11971 1.09324 -0.99063
C2 0.94777 -1.29961 1.06157
N1 2.03708 -0.77988 0.49383
N2 -0.94083 0.52328 0.39403
O1 0.26404 -2.37470 0.81929
H1 -1.70359 0.51640 -1.63717
H2 -1.68806 2.00598 -0.89470
H3 -0.15479 1.47363 -1.28271
H4 0.65365 -0.82698 2.00656
H5 2.41095 -0.97854 -0.40287
H6 2.47179 -0.00968 1.05838
H7 -0.78231 1.19913 1.02621
H8 -1.87359 0.01881 0.55802
H9 0.42838 -2.93443 0.10750

Atomic partial charges in e from the Mulliken method, atoms 1 to 6: -0.913 0.303 -0.250 -0.489 -0.333 0.338



It turns out run x is the most stable, with the second structure 1.2 kcal/mol higher.



Run w
# C2H9N2O

A cluster of 2 separate species, C2H9N2O in total (ωB97M-V with the def2-TZVPD basis set, the Open Molecules 2025 dataset).

## Properties
LUMO energy (eV): -3.82
HOMO level (eV): -13.67
Spin multiplicity: 1
Frontier orbital gap (eV): 9.8
Total charge: +1

CARTESIAN COORDINATES (ANGSTROEM)
C1 0.00635 -0.91087 -0.90813
C2 1.16406 -0.55972 -0.33028
N1 0.94215 0.08241 1.07984
N2 -1.03604 -1.35790 -0.07883
H1 -0.24587 -0.99675 -1.97510
H2 2.25968 -0.85061 -0.42542
H3 1.66906 0.78961 1.23632
H4 0.18439 0.79595 0.89855
H5 1.08998 -0.64703 1.76876
H6 -1.87444 -1.43982 -0.62897
H7 -0.91569 -2.29222 0.31384
H8 -1.71152 1.96152 -0.37942
H9 -0.61541 3.06141 -0.58120
O1 -0.91670 2.36401 0.01004

Atomic partial charges in e from the Mulliken method, atoms 1 to 6: -0.101 -0.334 -0.291 -0.535 0.368 0.354



Run x
# C2H9N2O

A cluster of 2 separate species, C2H9N2O in total (ωB97M-V with the def2-TZVPD basis set, the Open Molecules 2025 dataset).

## Properties
LUMO energy (eV): -3.36
HOMO level (eV): -12.46
Spin multiplicity: 1
Frontier orbital gap (eV): 9.1
Total charge: +1

CARTESIAN COORDINATES (ANGSTROEM)
C1 1.19644 1.25046 0.46614
C2 0.04255 0.59092 0.16260
N1 0.20656 -0.74975 -0.46311
N2 1.39017 1.87481 1.66518
H1 2.08286 1.11669 -0.15297
H2 -0.97697 0.93453 0.23647
H3 1.01981 -0.69410 -1.09661
H4 -0.59493 -1.27386 -0.85740
H5 0.61776 -1.39111 0.22197
H6 2.28517 1.92235 2.12509
H7 0.63332 2.06985 2.29849
H8 -3.07874 -1.25200 -1.62789
H9 -2.56806 -2.65309 -1.43114
O1 -2.25593 -1.74571 -1.54680

Atomic partial charges in e from the Mulliken method, atoms 1 to 6: -0.082 -0.424 -0.248 -0.396 0.318 0.359



It turns out run x is the most stable, with the second structure 14.3 kcal/mol higher.



Run w
# CH9O3S

A cluster of 4 separate species, CH9O3S in total (ωB97M-V with the def2-TZVPD basis set, the Open Molecules 2025 dataset).

## Properties
LUMO energy (eV): 3.97
HOMO level (eV): -3.51
Spin multiplicity: 1
Frontier orbital gap (eV): 7.5
Total charge: -1

CARTESIAN COORDINATES (ANGSTROEM)
C1 -1.99019 -0.75231 0.18798
S1 -1.14248 -0.65319 -1.42119
H1 -3.00487 -0.35140 0.13857
H2 -1.46641 -0.21595 0.98047
H3 -2.07271 -1.78861 0.52777
H4 1.15765 -1.97073 0.81759
H5 0.76395 -1.31827 -0.50747
O1 1.54828 -1.70323 -0.01986
H6 -0.35714 1.24431 -0.88869
H7 0.55701 2.33081 -1.45981
O2 0.07603 2.10365 -0.65138
H8 1.47857 1.56859 0.50892
H9 2.19862 0.27932 0.79909
O3 2.25368 1.22702 0.98802

Atomic partial charges in e from the Mulliken method, atoms 1 to 6: -0.792 -0.688 0.270 0.249 0.236 0.307



Run x
# CH9O3S

A cluster of 4 separate species, CH9O3S in total (ωB97M-V with the def2-TZVPD basis set, the Open Molecules 2025 dataset).

## Properties
LUMO energy (eV): 3.89
HOMO level (eV): -2.83
Spin multiplicity: 1
Frontier orbital gap (eV): 6.7
Total charge: -1

CARTESIAN COORDINATES (ANGSTROEM)
C1 -1.29369 -0.21137 -1.58427
S1 -0.48913 1.37514 -1.11698
H1 -0.76513 -0.71821 -2.40022
H2 -1.41548 -0.89434 -0.75523
H3 -2.21756 0.10884 -2.07648
H4 -0.85415 -0.82647 2.61489
H5 -1.39251 0.12842 1.76137
O1 -1.64918 -0.29531 2.60489
H6 0.85235 1.46336 2.26286
H7 0.94627 0.64320 0.85582
O2 0.78424 0.59617 1.82074
H8 2.08441 -0.80145 -1.85294
H9 2.76862 0.19379 -1.09764
O3 2.64093 -0.76177 -1.03681

Atomic partial charges in e from the Mulliken method, atoms 1 to 6: -0.759 -0.708 0.201 0.193 0.223 0.306



It turns out run w is the most stable, with the second structure 26.1 kcal/mol higher.



Run w
# C2H3F2I

An isolated molecule of C2H3F2I (ωB97M-V with the def2-TZVPD basis set, the Open Molecules 2025 dataset).

## Properties
LUMO energy (eV): 0.22
HOMO level (eV): -9.76
Spin multiplicity: 1
Frontier orbital gap (eV): 10.0
Structure (SMILES): FC[C@@H](F)I

CARTESIAN COORDINATES (ANGSTROEM)
F1 -0.10732 1.51189 -0.81920
C1 -0.59365 0.59468 0.02049
C2 0.28309 -0.57150 0.00389
F2 0.33476 -1.28733 -1.11898
I1 2.35940 -0.03095 0.53806
H1 -0.62731 0.92394 1.13677
H2 -1.59865 0.35285 -0.44252
H3 -0.05031 -1.49358 0.68149

Atomic partial charges in e from the Mulliken method, atoms 1 to 6: -0.241 -0.213 -0.214 -0.241 0.040 0.273



Run x
# C2H3F2I

A cluster of 2 separate species, C2H3F2I in total (ωB97M-V with the def2-TZVPD basis set, the Open Molecules 2025 dataset).

## Properties
LUMO energy (spin up / spin down) (eV): -0.88 / -0.88
HOMO level (spin up / spin down) (eV): -10.37 / -10.37
Spin multiplicity: 1
Frontier orbital gap (spin up / spin down) (eV): 9.5 / 9.5

CARTESIAN COORDINATES (ANGSTROEM)
C1 0.58956 -0.52305 -0.32364
C2 -0.35941 0.23029 0.51555
F1 0.03022 -0.98558 -1.47208
F2 -0.25790 2.12964 -0.19186
I1 -2.37656 -0.10823 0.33758
H1 0.93239 -1.40184 0.24550
H2 1.45662 0.09410 -0.58957
H3 -0.01493 0.56467 1.47852

Atomic partial charges in e from the Mulliken method, atoms 1 to 6: -0.169 -0.143 -0.248 -0.539 0.264 0.240



It turns out run w is the most stable, with the second structure 34.4 kcal/mol higher.



Run w
# H4N3P

An isolated molecule of H4N3P (ωB97M-V with the def2-TZVPD basis set, the Open Molecules 2025 dataset).

## Properties
LUMO energy (eV): 1.00
HOMO level (eV): -8.95
Spin multiplicity: 1
Frontier orbital gap (eV): 10.0
Structure (SMILES): Pn1[nH][nH]1

CARTESIAN COORDINATES (ANGSTROEM)
P1 -0.79182 0.46833 -0.84926
N1 -0.22314 -0.05483 0.62003
N2 0.68916 -1.10427 0.42193
N3 1.10327 0.11352 0.99033
H1 -1.48038 1.47298 -0.16589
H2 -1.89508 -0.41018 -0.97078
H3 0.86073 -1.15808 -0.52001
H4 1.73725 0.67253 0.47366

Atomic partial charges in e from the Mulliken method, atoms 1 to 6: -0.154 0.113 -0.339 -0.261 0.081 0.093



Run x
# H4N3P

A structure of composition H4N3P (ωB97M-V with the def2-TZVPD basis set, the Open Molecules 2025 dataset).

## Properties
LUMO energy (spin up / spin down) (eV): -0.11 / 0.04
HOMO level (spin up / spin down) (eV): -7.10 / -7.76
Spin multiplicity: 1
Frontier orbital gap (spin up / spin down) (eV): 7.0 / 7.8

CARTESIAN COORDINATES (ANGSTROEM)
N1 1.59484 1.72227 1.17055
N2 0.66001 1.35563 0.57300
N3 -0.83394 -1.23551 -0.29905
P1 0.15189 -0.12815 -1.20084
H1 -0.42530 1.64352 0.74481
H2 1.44328 -0.70944 -0.92408
H3 -1.72967 -1.38320 -0.73340
H4 -0.86111 -1.26513 0.66902

Atomic partial charges in e from the Mulliken method, atoms 1 to 6: -0.398 -0.011 -0.484 0.104 0.249 0.060



It turns out run x is the most stable, with the second structure 39.9 kcal/mol higher.



Run w
# C4H12N2

The ion C4H12N2 with charge +1 (ωB97M-V with the def2-TZVPD basis set, the Open Molecules 2025 dataset).

## Properties
LUMO energy (spin up / spin down) (eV): -2.84 / -8.37
HOMO level (spin up / spin down) (eV): -14.69 / -14.60
Spin multiplicity: 2
Frontier orbital gap (spin up / spin down) (eV): 11.9 / 6.2
Total charge: +1

CARTESIAN COORDINATES (ANGSTROEM)
C1 -1.10241 -1.54980 -0.03707
C2 -0.23613 -0.47271 -0.71904
C3 -0.92608 0.09881 -1.95687
N1 -0.00631 0.56054 0.28488
C4 1.15194 0.46510 1.16442
N2 1.42457 1.72393 1.81318
H1 -0.99382 -2.50538 -0.54823
H2 -2.15772 -1.28159 -0.02580
H3 -0.83551 -1.72452 1.00733
H4 0.65543 -0.95297 -1.14216
H5 -0.22574 0.58930 -2.63588
H6 -1.70032 0.83538 -1.73308
H7 -1.36297 -0.76316 -2.46074
H8 0.09512 1.46357 -0.19877
H9 2.04684 0.23121 0.56797
H10 1.06147 -0.34916 1.89808
H11 0.75071 1.94028 2.53444
H12 2.36094 1.69120 2.18735

Atomic partial charges in e from the Mulliken method, atoms 1 to 6: -1.302 0.697 -1.614 -0.048 -0.366 -0.588



Run x
# C4H12N2

The ion C4H12N2 with charge +1 (ωB97M-V with the def2-TZVPD basis set, the Open Molecules 2025 dataset).

## Properties
LUMO energy (spin up / spin down) (eV): -3.83 / -3.87
HOMO level (spin up / spin down) (eV): -9.18 / -13.65
Spin multiplicity: 2
Frontier orbital gap (spin up / spin down) (eV): 5.3 / 9.8
Total charge: +1

CARTESIAN COORDINATES (ANGSTROEM)
C1 -0.41559 -1.14761 -1.41975
C2 -0.84394 -0.13325 -0.37756
C3 0.21685 0.87308 0.03131
C4 0.50299 2.16892 2.11120
N1 -0.28703 1.70374 1.08953
N2 0.57951 -2.12346 -0.85083
H1 -1.25571 -1.74131 -1.78384
H2 0.06164 -0.69098 -2.28427
H3 -1.76349 0.31892 -0.74748
H4 -1.15583 -0.67857 0.51630
H5 1.08098 0.31445 0.44684
H6 0.56599 1.51310 -0.77717
H7 1.57475 2.15856 2.06178
H8 0.05077 2.75310 2.90137
H9 -1.28322 1.78014 1.18477
H10 1.30676 -1.63231 -0.32353
H11 0.96110 -2.70191 -1.59600
H12 0.10346 -2.73460 -0.18267

Atomic partial charges in e from the Mulliken method, atoms 1 to 6: -0.756 -0.543 -0.480 -0.678 -0.142 -0.271



It turns out run x is the most stable, with the second structure 8.3 kcal/mol higher.